{
  "formula": "C30H34MnN5O9P3",
  "method": "the ωB97M-V functional and the def2-TZVPD basis",
  "symbols": ["Mn", "O", "C", "C", "C", "C", "C", "C", "C", "P", "C", "C", "C", "C", "C", "C", "C", "C", "C", "C", "C", "C", "H", "H", "H", "H", "H", "H", "H", "H", "H", "H", "H", "H", "H", "H", "N", "C", "C", "P", "O", "O", "O", "P", "O", "O", "O", "H", "H", "H", "H", "H", "H", "H", "H", "C", "N", "C", "C", "O", "N", "C", "N", "H", "H", "H", "H", "H", "H", "H", "O", "N", "C", "C", "C", "C", "C", "H", "H", "H", "H", "H"],
  "positions_angstrom": [[-0.0519, -0.0337, -0.0158], [-2.6873, 0.9042, 0.4341], [-1.8917, 0.1282, 0.9067], [-2.1631, -0.4758, 2.2620], [-3.4431, -0.4594, 2.8137], [-3.6374, -0.9809, 4.0793], [-2.5666, -1.5101, 4.7968], [-1.2959, -1.5309, 4.2495], [-1.0932, -1.0002, 2.9758], [0.4539, -1.0969, 2.0412], [0.7524, -2.8797, 2.1632], [1.8391, -3.4072, 2.8470], [1.9854, -4.7826, 2.9501], [1.0502, -5.6267, 2.3768], [-0.0428, -5.0988, 1.7021], [-0.1958, -3.7288, 1.5974], [1.8023, -0.2958, 2.9472], [1.6925, 0.2004, 4.2416], [2.7718, 0.8382, 4.8362], [3.9644, 0.9754, 4.1426], [4.0823, 0.4730, 2.8542], [3.0052, -0.1567, 2.2529], [-4.2582, -0.0436, 2.2382], [-4.6269, -0.9904, 4.5148], [-2.7337, -1.9237, 5.7817], [-0.4752, -1.9784, 4.7936], [2.5823, -2.7549, 3.2847], [2.8355, -5.1920, 3.4773], [1.1686, -6.6981, 2.4561], [-0.7774, -5.7569, 1.2597], [-1.0481, -3.3184, 1.0676], [0.7707, 0.0855, 4.7981], [2.6818, 1.2206, 5.8433], [4.8055, 1.4722, 4.6078], [5.0107, 0.5780, 2.3089], [3.0978, -0.5430, 1.2469], [3.7322, -2.4522, -2.4542], [2.3924, -1.7353, -2.4996], [1.8076, -1.7943, -3.8981], [1.3935, -2.6070, -1.2010], [0.8813, -3.9276, -1.9498], [2.4221, -2.9440, -0.1894], [0.1520, -1.8008, -0.9101], [2.8010, -0.0039, -1.9168], [2.4925, 0.9496, -3.1904], [4.2640, -0.0179, -1.6633], [1.8044, 0.3952, -0.8701], [3.8598, -3.0975, -3.2304], [3.7374, -2.9595, -1.5319], [4.4716, -1.7142, -2.4078], [1.6243, -2.8277, -4.1950], [2.4535, -1.3112, -4.6317], [0.8538, -1.2664, -3.9070], [-0.0764, -3.9130, -2.0926], [3.3198, 1.1793, -3.6374], [-1.7574, 2.9124, -4.4267], [-1.5780, 1.7450, -3.5989], [-2.5826, 0.7101, -3.4770], [-2.0760, -0.0802, -2.2753], [-2.5644, -1.0897, -1.8432], [-0.9610, 0.5786, -1.7727], [-0.7447, 1.6463, -2.5445], [0.2111, 2.5507, -2.3027], [-2.1846, 2.6040, -5.3800], [-0.8010, 3.3857, -4.6435], [-2.4221, 3.6436, -3.9595], [-2.6462, 0.0825, -4.3675], [-3.5715, 1.1215, -3.2540], [0.8943, 2.2656, -1.6096], [0.5552, 3.0897, -3.0790], [0.2074, 1.9049, 0.4934], [-0.3464, 2.7429, 1.3479], [-0.5629, 2.4301, 2.6293], [-1.1262, 3.3484, 3.4906], [-1.4639, 4.6081, 3.0293], [-1.2258, 4.9128, 1.6960], [-0.6715, 3.9633, 0.8712], [-0.2608, 1.4409, 2.9265], [-1.2879, 3.0555, 4.5168], [-1.9050, 5.3388, 3.6899], [-1.4729, 5.8788, 1.2829], [-0.4696, 4.0946, -0.1801]],
  "lowdin_charge": [0.61, 0.05, -0.31, -0.21, 0.00, -0.05, -0.05, -0.06, -0.31, 1.12, -0.36, -0.08, -0.06, -0.07, -0.06, -0.10, -0.35, -0.09, -0.07, -0.07, -0.05, -0.08, 0.12, 0.11, 0.11, 0.12, 0.11, 0.11, 0.11, 0.11, 0.11, 0.10, 0.11, 0.11, 0.11, 0.09, 0.16, -0.47, -0.07, 0.34, -0.11, -0.27, -0.36, 0.37, -0.14, -0.29, -0.34, 0.16, 0.13, 0.13, 0.08, 0.09, 0.09, 0.10, 0.09, -0.02, -0.09, -0.02, -0.46, 0.10, 0.10, -0.37, 0.21, 0.10, 0.08, 0.10, 0.14, 0.15, 0.08, 0.11, -0.19, -0.13, 0.01, 0.00, -0.03, -0.02, 0.02, 0.10, 0.12, 0.12, 0.12, 0.13],
  "charge": 1,
  "e_lumo_ha": [-0.0899, -0.0902],
  "de_lowest_kj_mol": 52.9,
  "s_squared": 2.13,
  "homo_ev": [-10.9, -10.5],
  "multiplicity": 3
}